# C11H15IN5RhS3SbSi

A structure of composition C11H15IN5RhS3SbSi (the ωB97M-V functional and the def2-TZVPD basis, the OMol25 dataset).

Properties
* electronic energy: -2834.763142 Eh
* 2S+1: 2
* max |F|: 0.59 eV/Å
* total charge: -2
* E_LUMO (alpha / beta): 0.16464 / 0.12993 Ha
* gap between HOMO and LUMO (alpha / beta): 6.431 / 5.958 eV
* highest occupied orbital energy (alpha / beta): -1.951 / -2.422 eV
* energy above the lowest of the compared OMol25 structures with the same formula, charge and spin: 0.00 kJ/mol

Geometry as XYZ:
```
38
C11H15IN5RhS3SbSi | the OMol25 dataset | the ωB97M-V functional and the def2-TZVPD basis
Rh -0.07917 -0.45540 0.04451
C 0.86074 1.39198 3.06382
C -0.12472 2.01991 2.12952
C -0.70935 3.25716 2.34812
C -1.61947 3.73876 1.40051
C -1.94458 3.00688 0.28522
C -1.33158 1.74203 0.11690
N -0.42722 1.32403 1.04064
N -1.49109 0.81151 -0.82500
Si -2.78814 0.72569 -1.95883
C -2.49386 1.88040 -3.41844
C -4.41813 1.26375 -1.16453
C -3.04366 -1.00712 -2.58993
H 1.00058 2.00376 3.95507
H 1.81773 1.25685 2.55693
H 0.51650 0.39572 3.34438
H -0.46055 3.82625 3.23330
H -2.08050 4.70963 1.55046
H -2.64654 3.37634 -0.44903
H -2.47299 2.92621 -3.09992
H -3.29239 1.76589 -4.15863
H -1.54189 1.66184 -3.90741
H -4.54198 2.34727 -1.10760
H -4.49733 0.85442 -0.15486
H -5.24745 0.86559 -1.75743
H -2.24070 -1.33850 -3.24694
H -3.99189 -1.04946 -3.13612
H -3.08023 -1.70601 -1.75195
S 2.86107 -1.28788 -4.27572
Sb 1.13589 -0.54478 -2.97102
S 0.13371 -2.15613 -1.57908
S 1.64002 0.73406 -1.06653
I -2.08473 -1.62045 1.42141
N 2.61827 -4.92448 3.50954
C 2.70208 -4.01746 2.78781
N 2.94725 -3.01344 1.97624
C 2.03872 -2.19666 1.56678
N 1.33318 -1.33756 1.22321
```

=====

# C22H16BrN3O4S5V

A structure of composition C22H16BrN3O4S5V in a non-equilibrium geometry (the ωB97M-V functional and the def2-TZVPD basis, the OMol25 dataset).

Properties
* electronic energy: -6822.189969 Eh
* 2S+1: 4
* max |F|: 4.04 eV/Å
* total charge: -2
* E_LUMO (alpha / beta): 0.14778 / 0.14784 Ha
* gap between HOMO and LUMO (alpha / beta): 4.453 / 5.492 eV
* highest occupied orbital energy (alpha / beta): -0.432 / -1.469 eV
* energy above the lowest of the compared OMol25 structures with the same formula, charge and spin: 168.63 kJ/mol

Geometry as XYZ:
```
52
C22H16BrN3O4S5V | the OMol25 dataset | the ωB97M-V functional and the def2-TZVPD basis
V 1.17573 -0.47190 2.32638
Br -4.33360 -2.06394 -5.54883
C -3.83791 -0.43588 -4.91427
C -4.90844 0.17156 -4.15578
C -4.65884 1.06517 -3.20911
C -3.30000 1.48867 -2.96549
C -2.26369 1.02846 -3.85574
C -2.51791 0.14188 -4.87191
N -2.86555 2.12305 -1.80599
N -3.69149 2.27615 -0.78466
C -2.99036 2.05510 0.35331
C -3.66354 1.49535 1.43934
C -3.02125 0.76274 2.37429
C -1.61519 0.38682 2.13519
O -0.94024 -0.56620 2.68961
C -0.89360 1.28851 1.29419
N 0.45063 1.32595 1.59640
C 1.13330 2.30449 0.93807
C 0.53848 3.26073 0.09712
C -0.81564 3.27392 -0.19335
C -1.53388 2.16967 0.35032
H -5.84364 -0.34706 -4.21282
H -5.40111 1.36850 -2.47236
H -1.26848 1.50432 -3.73539
H -1.71880 -0.26674 -5.48092
H -4.75367 1.49579 1.39080
H -3.53587 0.22685 3.16875
H 2.24449 2.38167 1.00628
H 1.22776 4.05672 -0.32356
H -1.24243 4.10251 -0.72745
S 1.81499 -3.48427 8.61028
C 1.68099 -2.98511 7.05925
S 2.51428 -1.50724 6.71214
C 2.01164 -1.35085 5.05267
C 1.42909 -2.51160 4.48461
S 1.30463 -2.92365 2.81049
S 0.78920 -3.64494 5.66684
S 2.33181 0.19892 4.21873
C 3.54910 -2.87886 -0.80565
C 3.43848 -1.38774 -1.32197
C 4.70110 -0.77692 -1.79442
O 2.42376 -1.43721 -2.38147
C 2.93882 -0.49963 -0.16949
O 3.30995 0.70104 -0.10527
O 1.97457 -0.97131 0.52837
H 3.50563 -2.83793 0.29143
H 4.56177 -3.36943 -0.96370
H 2.75364 -3.46503 -1.26323
H 5.05251 -1.16275 -2.76742
H 5.50348 -1.10843 -1.16670
H 4.77786 0.37121 -1.76755
H 2.47747 -0.57114 -2.83037
```

=====

# C41H36Br3N7O10

A cluster of 8 separate species, C41H36Br3N7O10 in total in a non-equilibrium geometry (the ωB97M-V functional and the def2-TZVPD basis, the OMol25 dataset).

Properties
* structure (SMILES): O=[N+]([O-])c1ccccc1.O=[N+]([O-])c1ccccc1.O=[N+]([O-])c1ccccc1.O=[N+]([O-])c1ccccc1.O=[N+]([O-])c1ccccc1.BrC(Br)Br.c1ccncc1.c1ccncc1
* electronic energy: -10441.118463 Eh
* 2S+1: 1
* max |F|: 3.45 eV/Å
* E_LUMO: -0.03733 Ha
* gap between HOMO and LUMO: 9.116 eV
* highest occupied orbital energy: -10.132 eV

Geometry as XYZ:
```
97
C41H36Br3N7O10 | the OMol25 dataset | the ωB97M-V functional and the def2-TZVPD basis
O -6.28428 5.91554 3.41204
N -5.69963 5.65449 2.40811
O -6.18245 5.16142 1.38539
C -4.22754 5.64698 2.43760
C -3.57551 5.75049 3.66114
C -2.17277 5.65199 3.67392
C -1.47941 5.68671 2.46044
C -2.13152 5.43270 1.23592
C -3.50089 5.43191 1.27357
H -4.10812 5.89701 4.58918
H -1.60968 5.65982 4.59548
H -0.40757 5.59265 2.55374
H -1.62009 5.23832 0.30476
H -4.00387 5.34358 0.32194
O 1.99578 -6.76751 -5.72791
N 1.51886 -5.64354 -5.72169
O 1.62365 -4.89220 -6.70459
C 0.80999 -5.21935 -4.53211
C 0.54085 -3.84506 -4.37058
C -0.12080 -3.43200 -3.19059
C -0.27536 -4.29351 -2.07259
C 0.15758 -5.61155 -2.20242
C 0.61891 -6.14683 -3.45597
H 0.79152 -3.11382 -5.12479
H -0.35590 -2.38823 -3.04338
H -0.67449 -3.98039 -1.11915
H -0.01371 -6.30036 -1.38842
H 0.88521 -7.19039 -3.53624
O -1.99024 -5.18341 4.94971
N -1.86650 -3.99307 4.76040
O -2.64646 -3.10689 5.16094
C -0.76749 -3.55870 3.86109
C -0.71993 -2.24065 3.41571
C 0.28209 -1.83316 2.48452
C 1.12452 -2.75201 1.91399
C 1.07737 -4.08602 2.33729
C 0.15447 -4.49016 3.27238
H -1.24592 -1.46655 3.95469
H 0.34074 -0.80106 2.17191
H 1.97055 -2.48858 1.29655
H 1.83007 -4.80058 2.03857
H 0.15538 -5.52149 3.59291
O 5.72359 1.61365 6.04825
N 5.14467 2.63967 6.19241
O 5.69411 3.53606 6.74915
C 3.81779 2.86127 5.52684
C 3.50746 4.14258 5.01973
C 2.27436 4.32048 4.41327
C 1.41747 3.21806 4.23657
C 1.72207 2.00004 4.72859
C 2.91619 1.80438 5.43388
H 4.20913 4.94138 5.20937
H 2.13452 5.33523 4.07103
H 0.60427 3.26307 3.52728
H 1.07642 1.16068 4.51643
H 3.16000 0.82031 5.80613
O 5.15992 3.31956 -4.84868
N 5.11785 2.43573 -5.67459
O 5.31484 2.54075 -6.84986
C 4.52938 1.09831 -5.23146
C 4.35814 0.08871 -6.11560
C 3.98307 -1.19353 -5.73199
C 3.69885 -1.39380 -4.37663
C 3.91703 -0.35896 -3.45369
C 4.40878 0.83928 -3.87888
H 4.38418 0.20524 -7.18898
H 3.89447 -2.02495 -6.41558
H 3.29311 -2.33717 -4.04222
H 3.71512 -0.49739 -2.40180
H 4.52065 1.64513 -3.16860
Br -3.51344 -2.60948 0.87475
C -4.82920 -4.03337 1.49985
Br -5.81586 -3.43436 3.04865
Br -3.77958 -5.74179 1.74898
H -5.55716 -4.16859 0.69991
C -0.65733 -0.12149 -0.06344
C -1.17045 0.93512 0.74877
C -0.44232 2.06624 0.85551
N 0.74818 2.34850 0.27832
C 1.21383 1.37438 -0.54330
C 0.59721 0.12809 -0.74283
H -1.16646 -1.07219 -0.12132
H -2.12730 0.77291 1.22260
H -0.81901 2.85474 1.49015
H 2.17400 1.65035 -0.95358
H 1.08626 -0.60166 -1.37109
C -3.79894 1.04042 -4.07242
C -3.08485 -0.00945 -4.70034
C -2.63844 -1.08307 -3.92888
N -2.89642 -1.24273 -2.59039
C -3.55994 -0.21604 -2.03778
C -4.06772 0.89703 -2.74644
H -4.24801 1.84031 -4.64243
H -2.80199 0.11151 -5.73559
H -2.18173 -1.95221 -4.37879
H -3.88623 -0.32171 -1.01369
H -4.67216 1.64794 -2.25941
```

=====

# C6H13OS

The ion C6H13OS with charge +1 in a non-equilibrium geometry (the ωB97M-V functional and the def2-TZVPD basis, the OMol25 dataset).

Properties
* electronic energy: -709.429879 Eh
* 2S+1: 1
* max |F|: 4.29 eV/Å
* total charge: +1
* E_LUMO: -0.15276 Ha
* gap between HOMO and LUMO: 9.868 eV
* highest occupied orbital energy: -14.025 eV
* energy above the lowest of the compared OMol25 structures with the same formula, charge and spin: 205.57 kJ/mol

Geometry as XYZ:
```
21
C6H13OS | the OMol25 dataset | the ωB97M-V functional and the def2-TZVPD basis
C 1.93871 0.00589 -1.56329
C -2.09712 0.08157 0.20564
C -1.38371 -1.29536 -0.05290
C -1.35303 1.24221 -0.35442
C 0.15696 -1.22746 0.17555
C 2.18322 0.70109 1.10639
O -0.12765 1.43799 0.31548
S 1.06412 0.29179 -0.24824
H 2.95469 0.37025 -1.62828
H 1.36785 -0.35655 -2.40018
H -3.16226 0.04357 -0.05072
H -2.09973 0.44942 1.19233
H -1.78344 -2.01135 0.74273
H -1.85870 -1.67020 -0.97950
H -1.07769 1.21739 -1.49561
H -1.92444 2.13044 -0.32088
H 0.23424 -1.46638 1.22579
H 0.52714 -1.99582 -0.46310
H 2.01688 -0.12958 1.93912
H 1.90760 1.66759 1.38458
H 3.14860 0.65341 0.72082
```